A structure of composition C48H35BrGeN5O3PdS at a distorted geometry, computed with ωB97M-V with the def2-TZVPD basis set.

The molar mass is 1020.84 g/mol. The total charge is 0. The total energy comes out at -204808.5595 eV. As for the spin multiplicity: 4. As for the highest occupied orbital energy (alpha / beta): -0.2421 / -0.2880 Ha. The HOMO-LUMO gap (alpha / beta) comes out at 5.77 / 6.64 eV.

Each line ends with the Löwdin spin population.
Cartesian coordinates (Å):
Pd1 -0.615 -0.223 0.087  0.67
O1 -3.001 -0.305 1.495  0.01
S1 -3.491 -0.864 0.258  0.00
O2 -4.495 -1.889 0.383  0.00
N1 -2.177 -1.282 -0.542  0.03
C1 -2.029 -2.289 -1.433  0.00
C2 -3.056 -3.059 -1.966  0.00
C3 -2.762 -4.137 -2.800  0.00
C4 -1.469 -4.493 -3.101  0.00
C5 -0.399 -3.731 -2.600  0.00
C6 0.962 -4.027 -2.826  0.00
C7 1.927 -3.211 -2.294  0.00
C8 1.545 -2.068 -1.579  0.01
N2 0.285 -1.758 -1.366  0.10
C9 -0.683 -2.586 -1.810  0.00
C10 -4.188 0.442 -0.761  0.00
C11 -3.369 1.392 -1.344  0.00
C12 -3.930 2.348 -2.176  0.00
C13 -5.297 2.342 -2.413  0.00
C14 -6.109 1.376 -1.838  0.00
C15 -5.546 0.415 -1.014  0.00
H1 -4.072 -2.832 -1.690  0.00
H2 -3.582 -4.714 -3.201  0.00
H3 -1.265 -5.344 -3.733  0.00
H4 1.223 -4.899 -3.409  0.00
H5 2.975 -3.418 -2.439  0.00
H6 2.286 -1.388 -1.184  0.00
H7 -2.292 1.381 -1.147  0.00
H8 -3.304 3.089 -2.652  0.00
H9 -5.735 3.090 -3.058  0.00
H10 -7.171 1.361 -2.041  0.00
H11 -6.132 -0.367 -0.558  0.00
Br1 5.309 8.988 -1.870  0.03
C16 4.440 8.145 -0.403  0.12
C17 3.311 7.369 -0.640  -0.01
C18 2.696 6.739 0.410  0.11
C19 3.181 6.893 1.736  0.03
C20 4.313 7.713 1.947  0.10
C21 4.939 8.318 0.884  -0.01
N3 2.612 6.284 2.783  0.52
N4 1.588 5.526 2.705  0.53
C22 1.489 4.289 2.273  0.03
C23 2.626 3.540 1.867  0.15
C24 2.505 2.332 1.242  -0.01
C25 1.244 1.772 0.956  0.16
O3 1.146 0.654 0.318  0.14
C26 0.083 2.454 1.434  0.02
N5 -1.114 1.872 1.174  0.11
C27 -2.192 2.393 1.727  -0.02
C28 -2.159 3.513 2.557  0.04
C29 -0.963 4.173 2.755  -0.02
C30 0.195 3.662 2.171  0.05
H12 2.912 7.280 -1.640  0.00
H13 1.818 6.131 0.241  0.01
H14 4.676 7.845 2.953  0.01
H15 5.817 8.928 1.033  0.00
H16 3.601 3.965 2.050  0.01
H17 3.385 1.788 0.934  0.00
H18 -3.131 1.890 1.538  0.00
H19 -3.074 3.858 3.013  0.00
H20 -0.899 5.066 3.361  0.00
C31 -2.539 0.540 5.757  0.00
C32 -1.371 1.117 5.290  0.00
C33 -0.677 0.525 4.250  0.00
C34 -1.140 -0.650 3.668  0.01
C35 -2.307 -1.225 4.149  0.00
C36 -3.003 -0.634 5.188  0.00
Ge1 -0.145 -1.393 2.110  0.03
C37 1.734 -1.530 2.805  0.01
C38 2.880 -1.147 2.126  0.00
C39 4.131 -1.315 2.696  0.00
C40 4.250 -1.871 3.958  0.00
C41 3.114 -2.274 4.640  0.00
C42 1.869 -2.106 4.064  0.00
C43 -0.577 -3.266 1.569  0.01
C44 0.463 -4.143 1.271  0.00
C45 0.202 -5.393 0.741  0.00
C46 -1.103 -5.784 0.498  0.00
C47 -2.145 -4.924 0.800  0.00
C48 -1.883 -3.672 1.323  0.00
H21 -3.090 1.004 6.562  0.00
H22 -1.001 2.029 5.737  0.00
H23 0.240 0.975 3.887  0.00
H24 -2.674 -2.136 3.701  0.00
H25 -3.911 -1.090 5.553  0.00
H26 2.783 -0.703 1.147  0.00
H27 5.017 -1.011 2.157  0.00
H28 5.224 -1.996 4.409  0.00
H29 3.200 -2.719 5.622  0.00
H30 0.978 -2.427 4.590  0.00
H31 1.483 -3.842 1.473  0.00
H32 1.017 -6.066 0.520  0.00
H33 -1.307 -6.754 0.071  0.00
H34 -3.168 -5.221 0.624  0.00
H35 -2.701 -2.997 1.526  0.00



A structure of composition C48H35BrN3O3RhS4 at a distorted geometry, computed with ωB97M-V with the def2-TZVPD basis set.

The molar mass is 1012.90 g/mol. The total charge is 0. The total energy comes out at -177344.5139 eV. As for the highest occupied orbital energy (alpha / beta): -0.2790 / -0.2790 Ha. The HOMO-LUMO gap (alpha / beta) comes out at 5.96 / 5.96 eV. The value obtained for the relative energy (zero: lowest compared OMol25 entry of this formula, charge and spin) is 62.3 kcal/mol.

Each line ends with the Mulliken charge.
Cartesian coordinates (Å):
Rh1 -0.728 0.681 -2.064  0.47
C1 -3.019 -5.591 -1.167  -1.60
C2 -1.920 -4.566 -1.210  1.05
C3 -0.843 -4.695 -2.082  -0.91
C4 0.187 -3.768 -2.086  -0.99
C5 0.164 -2.694 -1.210  1.64
C6 -0.895 -2.561 -0.328  -0.43
C7 -1.930 -3.480 -0.341  -1.46
S1 1.602 -1.569 -1.262  -0.36
O1 1.254 -0.169 -0.817  0.45
C8 2.131 -2.318 0.320  0.40
C9 2.803 -3.534 0.065  -0.66
C10 3.086 -4.413 1.061  -1.22
C11 2.562 -4.181 2.353  0.91
C12 2.716 -5.141 3.380  -1.01
C13 2.140 -4.957 4.603  -0.68
C14 1.361 -3.809 4.834  -0.83
C15 1.232 -2.846 3.873  -0.50
C16 1.861 -2.976 2.609  0.86
C17 1.773 -1.944 1.594  0.68
C18 1.459 -0.581 2.166  0.05
C19 2.398 -0.259 3.234  0.63
C20 3.710 -0.796 3.232  -0.60
C21 4.587 -0.531 4.247  -0.85
C22 4.191 0.251 5.346  -0.67
C23 2.952 0.825 5.355  -1.12
C24 2.052 0.622 4.285  1.39
C25 0.798 1.267 4.232  -1.56
C26 0.059 1.172 3.100  -0.85
C27 0.408 0.313 2.029  -0.61
S2 -0.606 0.907 0.567  2.34
O2 -1.936 1.215 1.118  -0.81
C28 0.290 2.488 0.607  0.86
C29 1.590 2.619 0.137  -0.80
C30 2.198 3.863 0.171  -1.15
C31 1.534 4.979 0.674  1.14
C32 2.207 6.325 0.673  -1.62
C33 0.236 4.820 1.149  -1.01
C34 -0.388 3.585 1.106  -0.67
H1 -3.050 -6.177 -2.085  0.39
H2 -3.988 -5.117 -1.019  0.38
H3 -2.855 -6.282 -0.338  0.29
H4 -0.813 -5.529 -2.773  0.37
H5 1.012 -3.875 -2.780  0.33
H6 -0.910 -1.774 0.403  0.42
H7 -2.753 -3.352 0.353  0.49
H8 3.112 -3.737 -0.955  0.49
H9 3.653 -5.316 0.869  0.41
H10 3.292 -6.034 3.169  0.42
H11 2.263 -5.694 5.386  0.40
H12 0.863 -3.688 5.788  0.45
H13 0.618 -1.980 4.080  0.47
H14 4.034 -1.398 2.394  0.45
H15 5.591 -0.932 4.207  0.45
H16 4.872 0.400 6.174  0.40
H17 2.642 1.456 6.180  0.46
H18 0.466 1.877 5.062  0.45
H19 -0.859 1.734 3.003  0.63
H20 2.116 1.762 -0.254  0.54
H21 3.207 3.972 -0.210  0.45
H22 3.255 6.233 0.955  0.39
H23 1.720 7.015 1.359  0.39
H24 2.167 6.760 -0.328  0.28
H25 -0.302 5.675 1.540  0.40
H26 -1.415 3.468 1.434  0.53
S3 -1.207 3.058 -1.989  -0.36
C35 -2.819 3.127 -1.373  0.61
C36 -3.351 4.381 -1.061  -1.03
C37 -4.668 4.526 -0.663  0.44
C38 -5.200 5.831 -0.433  -0.21
N1 -5.624 6.889 -0.280  -0.53
C39 -5.474 3.379 -0.518  0.44
C40 -4.940 2.134 -0.805  -0.99
C41 -3.626 1.991 -1.251  0.96
S4 -3.086 0.410 -1.704  -0.36
C42 -6.826 3.499 -0.076  -0.32
N2 -7.913 3.584 0.290  -0.53
H27 -2.718 5.254 -1.160  0.53
H28 -5.554 1.250 -0.695  0.56
Br1 1.260 2.313 -4.175  0.00
C43 -0.189 1.480 -5.069  -0.05
C44 -0.136 1.308 -6.441  -0.51
C45 -1.185 0.637 -7.046  -0.28
C46 -2.240 0.185 -6.267  -0.85
C47 -2.209 0.424 -4.907  -0.23
N3 -1.195 1.060 -4.317  0.47
H29 0.704 1.683 -7.006  0.47
H30 -1.174 0.471 -8.114  0.41
H31 -3.075 -0.342 -6.705  0.44
H32 -3.007 0.107 -4.248  0.41
C48 0.854 -1.334 -4.265  -1.05
O3 0.306 -0.968 -3.047  -0.32
H33 1.334 -0.499 -4.796  0.30
H34 0.099 -1.769 -4.937  0.25
H35 1.644 -2.088 -4.112  0.28



A structure of composition C48H37Cl2CuN5O, computed with ωB97M-V with the def2-TZVPD basis set.

The molar mass is 834.31 g/mol. The total charge is 0. The total energy comes out at -129560.9565 eV. As for the spin multiplicity: 2. As for the highest occupied orbital energy (alpha / beta): -0.2446 / -0.2435 Ha. The HOMO-LUMO gap (alpha / beta) comes out at 5.48 / 5.47 eV.

Each line ends with the Löwdin spin population.
Cartesian coordinates (Å):
Cu1 0.092 0.068 0.030  0.72
C1 3.955 2.333 6.248  0.00
C2 2.675 1.822 6.412  0.00
C3 1.946 1.406 5.308  0.00
C4 2.486 1.495 4.028  0.00
C5 3.768 2.013 3.872  0.00
C6 4.499 2.429 4.975  0.00
C7 1.710 1.033 2.842  0.00
C8 2.035 -0.193 2.297  0.00
C9 3.031 -1.087 2.831  0.00
C10 2.884 -2.266 2.192  0.00
C11 1.820 -2.098 1.217  0.00
C12 1.399 -3.060 0.269  0.00
C13 1.390 -4.519 0.559  0.00
C14 0.634 -5.388 -0.244  0.00
C15 0.558 -6.748 0.009  0.00
C16 1.207 -7.302 1.101  0.00
C17 1.895 -6.454 1.955  0.00
C18 1.971 -5.095 1.700  0.00
C19 0.969 -2.611 -0.998  0.00
N1 0.421 -1.407 -1.261  0.06
C20 0.252 -1.315 -2.623  0.00
C21 -0.414 -0.307 -3.285  0.00
C22 -0.511 -0.375 -4.771  0.00
C23 -1.366 -1.277 -5.398  0.00
C24 -1.441 -1.328 -6.782  0.00
C25 -0.662 -0.478 -7.553  0.00
C26 0.193 0.425 -6.935  0.00
C27 0.265 0.478 -5.551  0.00
C28 -1.062 0.764 -2.638  0.00
C29 -1.970 1.676 -3.275  0.00
C30 -2.447 2.491 -2.300  0.00
C31 -1.797 2.101 -1.079  0.00
N2 -0.974 1.038 -1.319  0.06
C32 -1.877 2.801 0.122  0.00
C33 -1.021 2.593 1.205  0.00
C34 -0.917 3.444 2.356  0.00
C35 0.138 2.993 3.084  0.00
C36 0.645 1.840 2.396  0.00
N3 -0.071 1.616 1.273  0.06
C37 -2.881 3.898 0.209  0.00
C38 -4.235 3.583 0.279  0.00
C39 -5.188 4.587 0.347  0.00
C40 -4.798 5.919 0.339  0.00
C41 -3.450 6.240 0.264  0.00
C42 -2.497 5.235 0.200  0.00
C43 0.801 -2.498 -3.245  0.00
C44 1.199 -3.316 -2.249  0.00
N4 1.359 -0.828 1.281  0.06
H1 4.525 2.657 7.109  0.00
H2 2.243 1.745 7.401  0.00
H3 0.947 1.005 5.434  0.00
H4 4.187 2.091 2.876  0.00
H5 5.495 2.831 4.839  0.00
H6 3.751 -0.837 3.592  0.00
H7 3.516 -3.130 2.297  0.00
H8 0.051 -4.997 -1.065  0.00
H9 -0.035 -7.373 -0.647  0.00
H10 1.149 -8.363 1.301  0.00
H11 2.369 -6.848 2.846  0.00
H12 2.461 -4.482 2.436  0.00
H13 -1.973 -1.938 -4.792  0.00
H14 -2.111 -2.031 -7.259  0.00
H15 -0.719 -0.519 -8.633  0.00
H16 0.807 1.087 -7.531  0.00
H17 0.933 1.179 -5.065  0.00
H18 -2.214 1.681 -4.325  0.00
H19 -3.149 3.302 -2.400  0.00
H20 -1.554 4.285 2.573  0.00
H21 0.532 3.403 3.998  0.00
H22 -4.534 2.542 0.284  0.00
H23 -6.238 4.329 0.407  0.00
H24 -5.541 6.704 0.389  0.00
H25 -3.140 7.277 0.250  0.00
H26 -1.445 5.485 0.133  0.00
H27 0.864 -2.671 -4.307  0.00
H28 1.685 -4.273 -2.348  0.00
Cl1 4.145 0.600 -3.876  0.00
C45 3.564 -0.121 -2.367  0.00
Cl2 2.872 1.080 -1.272  0.00
H29 4.401 -0.597 -1.871  0.00
H30 2.788 -0.838 -2.612  0.00
C46 -0.802 -1.668 3.618  0.00
N5 -1.354 -2.578 2.635  0.00
C47 -1.296 -3.995 2.921  0.00
C48 -1.785 -2.122 1.445  0.00
O1 -1.822 -0.946 1.115  0.00
H31 -1.305 -1.803 4.578  0.00
H32 -0.944 -0.648 3.267  0.00
H33 0.268 -1.853 3.748  0.00
H34 -1.779 -4.201 3.878  0.00
H35 -0.264 -4.352 2.963  0.00
H36 -1.822 -4.547 2.143  0.00
H37 -2.103 -2.929 0.766  0.00